a:
The following is a DFT calculation (ωB97M-V with the def2-TZVPD basis set) of a gas-phase ion, C4H8N (charge +1).

Each line ends with the Mulliken charge.
CARTESIAN COORDINATES (ANGSTROEM)
C  -1.45  -0.12  -1.24  -0.816
C  -1.03  -0.25  0.21  -0.032
N  0.11  -0.06  0.65  0.026
C  1.16  0.19  1.53  -0.250
C  1.62  0.64  0.19  -0.399
H  -1.38  0.97  -1.37  0.290
H  -0.69  -0.73  -1.78  0.306
H  -2.49  -0.54  -1.27  0.320
H  -1.80  -0.46  1.01  0.391
H  1.54  -0.81  1.86  0.268
H  0.97  0.97  2.25  0.290
H  1.33  1.66  0.00  0.305
H  2.21  -0.03  -0.52  0.300

total charge	+1
SMILES	CC=[N+]1CC1
Kohn-Sham gap	11.699	eV

b:
The following is a DFT calculation (ωB97M-V with the def2-TZVPD basis set) of a gas-phase ion, C4H8N (charge +1).

Each line ends with the Mulliken charge.
CARTESIAN COORDINATES (ANGSTROEM)
C  1.34  -1.69  0.22  -0.756
C  0.59  -0.71  0.68  0.377
C  -0.68  0.05  1.30  -0.344
N  0.15  0.55  0.19  0.000
C  -0.56  0.94  -1.13  -0.717
H  2.00  -1.60  -0.54  0.315
H  1.35  -2.60  0.74  0.260
H  -1.57  -0.34  0.93  0.280
H  -0.50  0.59  2.19  0.275
H  0.77  1.23  0.66  0.345
H  0.19  0.51  -1.91  0.291
H  -1.42  0.37  -1.25  0.332
H  -0.72  1.93  -1.24  0.341

total charge	+1
SMILES	C=C1C[N@@H+]1C
Kohn-Sham gap	12.187	eV

c:
The following is a DFT calculation (ωB97M-V with the def2-TZVPD basis set) of a gas-phase ion, C4H8N (charge +1).

Each line ends with the Mulliken charge.
CARTESIAN COORDINATES (ANGSTROEM)
C  -1.69  -1.16  -0.23  -0.205
N  -1.13  0.02  0.03  -0.098
C  0.34  0.40  0.19  0.751
C  0.63  1.40  1.05  -0.846
C  1.20  -0.38  -0.83  -1.092
H  -2.71  -1.11  -0.63  0.276
H  -1.18  -1.97  0.04  0.366
H  -1.62  0.82  0.32  0.273
H  0.05  1.78  1.85  0.350
H  1.77  1.93  1.05  0.212
H  2.19  0.14  -1.11  0.352
H  0.52  -0.66  -1.64  0.357
H  1.61  -1.21  -0.10  0.304

total charge	+1
SMILES	C=[NH+]C(=C)C
Kohn-Sham gap	8.428	eV

Verdict on stability: a comes out on top.

a:
The following is a DFT calculation (ωB97M-V with the def2-TZVPD basis set) of 6 unconnected molecules or ions with the total composition CH14O6.

Each line ends with the Mulliken charge.
CARTESIAN COORDINATES (ANGSTROEM)
C  -2.28  2.23  -1.05  -0.474
O  -3.06  2.70  -0.01  -0.493
H  -1.34  2.77  -1.15  0.265
H  -2.70  2.28  -2.09  0.230
H  -2.16  1.10  -1.00  0.162
H  -3.99  2.51  -0.18  0.308
O  1.34  -2.25  -2.93  -0.640
H  1.95  -2.89  -3.36  0.323
H  0.94  -1.89  -3.72  0.317
O  3.73  4.21  -0.97  -0.634
H  3.99  4.56  -1.84  0.316
H  3.27  5.02  -0.71  0.318
O  4.82  -2.69  1.04  -0.625
H  4.95  -1.94  0.43  0.314
H  4.82  -2.04  1.77  0.310
O  -0.23  -3.23  5.55  -0.632
H  0.60  -3.72  5.68  0.317
H  0.23  -2.42  5.30  0.315
O  -5.01  -0.52  -1.43  -0.622
H  -5.60  -1.22  -1.70  0.308
H  -4.16  -0.95  -1.30  0.315

SMILES	CO.O.O.O.O.O
Kohn-Sham gap	10.670	eV

b:
The following is a DFT calculation (ωB97M-V with the def2-TZVPD basis set) of 6 unconnected molecules or ions with the total composition CH14O6.

Each line ends with the Mulliken charge.
CARTESIAN COORDINATES (ANGSTROEM)
C  0.44  -1.42  -2.41  -0.591
O  0.85  -0.42  -1.50  -0.635
H  0.60  -2.41  -1.96  0.285
H  1.07  -1.39  -3.29  0.274
H  -0.61  -1.32  -2.66  0.260
H  0.81  -0.67  -0.55  0.433
O  0.76  -0.73  1.18  -0.695
H  0.12  -0.24  1.71  0.341
H  1.64  -0.44  1.43  0.331
O  -1.65  0.34  1.77  -0.662
H  -1.98  0.31  0.86  0.318
H  -2.47  0.42  2.27  0.294
O  -2.77  2.94  2.33  -0.604
H  -2.67  3.74  2.83  0.302
H  -1.89  2.75  2.03  0.313
O  3.31  -1.83  -0.08  -0.605
H  2.57  -1.81  -0.70  0.318
H  3.88  -2.56  -0.35  0.291
O  -1.02  1.47  -0.79  -0.581
H  -0.59  2.32  -0.81  0.273
H  -0.39  0.95  -1.32  0.341

SMILES	CO.O.O.O.O.O
Kohn-Sham gap	11.156	eV

Verdict on stability: b comes out on top.

a:
The following is a DFT calculation (ωB97M-V with the def2-TZVPD basis set) of 11 unconnected molecules or ions with the total composition C11H44N22O11.

Each line ends with the Mulliken charge.
CARTESIAN COORDINATES (ANGSTROEM)
N  8.31  -3.62  1.01  -0.385
C  7.59  -2.95  0.15  0.637
N  6.57  -2.45  0.76  -0.375
O  7.79  -2.83  -1.02  -0.622
H  8.09  -3.78  1.98  0.152
H  9.10  -4.20  0.76  0.204
H  6.43  -2.98  1.61  0.172
H  5.86  -1.96  0.24  0.221
N  -4.75  -5.00  2.24  -0.389
C  -3.59  -4.47  2.34  0.691
N  -3.29  -4.23  3.58  -0.385
O  -2.98  -4.10  1.37  -0.649
H  -5.35  -5.00  1.42  0.210
H  -5.07  -5.53  3.04  0.156
H  -2.39  -3.88  3.88  0.216
H  -3.97  -4.46  4.29  0.150
N  -1.13  7.11  -0.21  -0.366
C  0.18  7.08  -0.32  0.682
N  0.63  8.18  0.23  -0.387
O  0.81  6.28  -1.02  -0.657
H  -1.74  6.35  -0.47  0.176
H  -1.59  7.91  0.20  0.146
H  -0.04  8.70  0.77  0.165
H  1.62  8.32  0.33  0.228
N  3.65  -5.57  1.19  -0.425
C  2.53  -4.92  1.02  0.708
N  1.50  -5.42  1.62  -0.396
O  2.41  -4.12  0.07  -0.694
H  3.95  -6.06  2.03  0.183
H  4.33  -5.38  0.47  0.221
H  0.65  -4.93  1.36  0.196
H  1.73  -5.82  2.52  0.199
N  1.64  1.86  5.19  -0.318
C  2.78  2.41  5.21  0.668
N  3.47  2.23  4.14  -0.389
O  3.22  3.20  6.00  -0.687
H  0.90  2.14  5.81  0.193
H  1.48  1.23  4.42  0.160
H  4.20  2.88  3.89  0.212
H  3.05  1.71  3.38  0.171
N  -1.30  -7.36  -1.95  -0.357
C  -1.22  -6.92  -3.12  0.640
N  -1.64  -5.70  -3.17  -0.389
O  -0.88  -7.53  -4.13  -0.694
H  -1.77  -6.90  -1.18  0.167
H  -0.91  -8.28  -1.81  0.213
H  -1.57  -5.25  -2.26  0.188
H  -1.49  -5.26  -4.07  0.237
N  0.65  1.65  -0.53  -0.341
C  0.83  0.53  0.14  0.600
N  -0.11  -0.37  -0.10  -0.349
O  1.69  0.38  0.99  -0.684
H  1.49  2.22  -0.56  0.157
H  -0.23  1.91  -0.95  0.172
H  0.16  -1.34  0.04  0.253
H  -0.60  -0.07  -0.93  0.157
N  4.15  7.19  -4.10  -0.396
C  4.49  5.89  -4.26  0.605
N  3.92  5.07  -3.44  -0.303
O  5.15  5.40  -5.18  -0.656
H  4.59  7.85  -4.72  0.225
H  3.81  7.58  -3.24  0.198
H  4.13  4.10  -3.28  0.188
H  3.28  5.47  -2.78  0.147
N  -4.07  3.68  -2.96  -0.376
C  -2.98  3.55  -2.37  0.685
N  -1.89  3.60  -3.13  -0.405
O  -2.86  3.43  -1.17  -0.683
H  -4.88  3.87  -2.39  0.242
H  -4.24  3.66  -3.96  0.166
H  -1.94  3.78  -4.12  0.172
H  -1.04  3.84  -2.64  0.221
N  -6.78  -2.96  -3.71  -0.403
C  -6.04  -3.23  -2.65  0.621
N  -5.15  -2.32  -2.44  -0.488
O  -6.24  -4.15  -1.85  -0.647
H  -7.51  -3.51  -4.15  0.228
H  -6.34  -2.27  -4.29  0.216
H  -5.61  -1.42  -2.51  0.232
H  -4.54  -2.58  -1.67  0.238
N  -2.79  3.46  3.26  -0.361
C  -2.79  2.18  3.66  0.700
N  -2.89  1.38  2.67  -0.274
O  -2.93  1.79  4.80  -0.690
H  -2.87  4.18  3.96  0.191
H  -2.58  3.68  2.30  0.157
H  -3.17  0.42  2.76  0.177
H  -3.04  1.79  1.75  0.109

SMILES	NC(N)=O.NC(N)=O.NC(N)=O.NC(N)=O.NC(N)=O.NC(N)=O.NC(N)=O.NC(N)=O.NC(N)=O.NC(N)=O.NC(N)=O
Kohn-Sham gap	8.851	eV

b:
The following is a DFT calculation (ωB97M-V with the def2-TZVPD basis set) of 11 unconnected molecules or ions with the total composition C11H44N22O11.

Each line ends with the Mulliken charge.
CARTESIAN COORDINATES (ANGSTROEM)
N  4.06  1.02  -4.71  -0.447
C  3.56  0.43  -3.63  0.704
N  4.49  0.19  -2.69  -0.463
O  2.36  0.15  -3.52  -0.839
H  5.02  1.32  -4.79  0.147
H  3.46  1.12  -5.51  0.260
H  5.30  0.78  -2.69  0.226
H  4.12  -0.15  -1.81  0.218
N  3.85  -4.71  0.96  -0.490
C  2.79  -4.00  0.53  0.681
N  3.01  -2.68  0.51  -0.079
O  1.73  -4.58  0.30  -0.822
H  3.68  -5.70  0.94  0.261
H  4.70  -4.31  1.31  0.138
H  2.32  -1.97  0.26  -0.044
H  3.97  -2.44  0.64  0.190
N  1.15  3.69  -3.88  -0.318
C  0.48  3.60  -5.04  0.670
N  -0.01  4.80  -5.44  -0.442
O  0.22  2.56  -5.63  -0.644
H  1.53  4.57  -3.58  0.185
H  1.47  2.84  -3.44  0.122
H  -0.25  4.80  -6.42  0.246
H  0.19  5.64  -4.93  0.167
N  1.23  -2.54  -2.56  -0.121
C  0.67  -3.03  -3.68  0.505
N  0.87  -2.21  -4.74  -0.330
O  0.04  -4.09  -3.71  -0.686
H  0.65  -2.65  -1.75  -0.003
H  1.97  -1.86  -2.66  0.246
H  0.40  -2.40  -5.60  0.203
H  1.38  -1.37  -4.50  0.268
N  -0.29  0.71  0.79  0.363
C  0.44  0.05  -0.13  0.376
N  0.97  0.86  -1.14  -0.241
O  0.53  -1.17  -0.20  -0.206
H  -0.47  1.67  0.59  0.058
H  -0.77  0.13  1.46  -0.405
H  0.48  1.72  -1.35  0.149
H  1.19  0.28  -1.94  0.147
N  -0.79  0.17  5.79  -0.244
C  -1.88  -0.04  5.05  0.408
N  -1.69  0.23  3.75  -0.036
O  -2.93  -0.51  5.55  -0.746
H  0.10  0.23  5.31  0.284
H  -0.83  0.25  6.79  0.181
H  -0.70  0.30  3.55  0.209
H  -2.31  -0.34  3.19  0.087
N  0.85  -2.11  2.92  0.115
C  1.49  -1.17  3.58  0.550
N  2.73  -1.54  3.95  -0.429
O  1.09  -0.01  3.72  -0.817
H  -0.13  -1.98  2.73  -0.033
H  1.34  -2.97  2.75  0.078
H  3.08  -2.48  3.95  0.131
H  3.31  -0.92  4.49  0.254
N  -3.23  2.90  -0.87  -0.213
C  -2.26  3.81  -0.79  0.645
N  -2.38  4.82  -1.70  -0.433
O  -1.25  3.68  -0.11  -0.780
H  -3.99  3.07  -1.50  0.160
H  -3.08  2.02  -0.39  0.196
H  -1.70  5.55  -1.81  0.206
H  -3.18  4.85  -2.29  0.132
N  0.04  4.00  2.23  -0.388
C  -0.63  3.85  3.39  0.566
N  -1.97  4.00  3.15  -0.385
O  -0.14  3.60  4.48  -0.659
H  1.01  3.72  2.26  0.214
H  -0.52  4.01  1.38  0.326
H  -2.66  3.84  3.86  0.237
H  -2.29  3.89  2.20  0.131
N  -5.00  -1.64  0.64  -0.396
C  -4.64  -0.41  0.31  0.510
N  -5.52  0.14  -0.59  -0.389
O  -3.54  0.04  0.65  -0.490
H  -5.94  -2.00  0.63  0.182
H  -4.30  -2.18  1.14  0.194
H  -6.49  -0.08  -0.68  0.200
H  -5.27  1.07  -0.89  0.160
N  -0.52  -5.37  1.97  -0.504
C  -1.28  -4.33  1.62  0.495
N  -0.87  -3.64  0.54  -0.175
O  -2.21  -3.82  2.27  -0.655
H  0.46  -5.35  1.73  0.263
H  -0.64  -5.70  2.92  0.263
H  0.06  -3.79  0.16  0.340
H  -1.24  -2.71  0.47  0.106

SMILES	NC(N)=O.NC(N)=O.NC(N)=O.NC(N)=O.NC(N)=O.NC(N)=O.NC(N)=O.NC(N)=O.NC(N)=O.NC(N)=O.NC(N)=O
Kohn-Sham gap	8.072	eV

Verdict on stability: b comes out on top.